1.
The following is a quantum chemistry calculation of a molecular structure, C33H20Cl5N3O2Rh at a distorted geometry, from the Open Molecules 2025 dataset.

Last column: natural (NBO) charge in e.
Geometry (Å):
Rh: -0.2285 -0.1369 -0.2150  1.069
Cl: 1.9675 -4.4797 -0.8761  0.033
Cl: 0.4856 -6.9725 0.2448  0.028
Cl: -2.5905 -6.9174 0.6574  0.012
Cl: -4.1824 -4.3056 0.0560  0.022
Cl: -2.6060 -1.7225 -0.8895  0.040
O: 3.3302 -1.6901 0.7720  -0.651
O: 0.1589 -2.1948 -1.3909  -0.745
N: -0.1960 -1.3222 1.3819  -0.517
N: 0.2196 0.9715 -1.8154  -0.429
N: 1.6955 -0.3778 -0.1448  -0.528
C: 0.2674 -3.3034 3.3075  -0.270
C: -1.1250 7.1979 0.7367  -0.222
C: 1.2951 -2.8435 2.5198  -0.175
C: -1.2151 4.8044 1.0786  0.020
C: -1.7039 3.6324 1.7428  -0.103
C: 0.1323 5.7523 -0.7003  -0.207
C: -1.7853 4.4486 4.1091  -0.158
C: 2.1500 -1.3354 0.7116  0.591
C: -0.4063 -3.2098 -0.9062  0.437
C: -1.8100 -3.2277 -0.6336  -0.179
C: -3.3485 2.2505 4.7634  -0.199
C: -2.1994 3.5739 3.0915  -0.077
C: -2.8972 3.0996 5.7628  -0.223
C: 2.0913 2.0305 -2.8709  -0.249
C: -2.4751 -4.3397 -0.1653  -0.060
C: -1.1777 -1.7437 2.1905  0.043
C: 1.0707 -1.8498 1.5697  -0.034
C: -2.1241 4.1994 5.4232  -0.235
C: -0.3883 -5.5346 -0.1062  -0.060
C: -0.1212 2.7974 -3.3293  -0.270
C: -1.3892 1.3046 0.5696  -0.312
C: -0.3429 4.6584 -0.0186  -0.208
C: -1.0069 -2.7228 3.1346  -0.323
C: -3.0070 2.4802 3.4525  -0.185
C: -1.7679 -5.5104 0.1017  -0.151
C: 1.2548 2.9343 -3.5273  -0.152
C: -0.2430 7.0342 -0.3224  -0.233
C: -0.5885 1.8160 -2.4969  0.079
C: 0.2739 -4.4262 -0.5958  -0.166
C: 1.5677 1.0757 -2.0304  0.255
C: 2.4234 0.0829 -1.2890  -0.282
C: -1.6150 6.1084 1.4247  -0.219
C: -1.5644 2.4035 1.0844  -0.095
H: -0.8200 3.4579 -3.8158  0.225
H: 2.6326 -0.7760 -1.9464  0.238
H: -1.1368 5.2810 3.8722  0.206
H: -3.3358 1.8128 2.6704  0.230
H: -2.3408 6.2556 2.2133  0.214
H: 1.6540 3.7063 -4.1664  0.217
H: -2.1482 -1.2818 2.0417  0.202
H: 0.1380 7.8934 -0.8548  0.203
H: -1.4346 8.1948 1.0200  0.204
H: -3.1283 2.8910 6.7967  0.205
H: 2.2988 -3.2312 2.5999  0.229
H: -1.8429 -3.0475 3.7328  0.205
H: -0.0397 3.6612 -0.3015  0.224
H: 3.1578 2.0678 -3.0280  0.223
H: 0.8029 5.6067 -1.5339  0.204
H: -1.6483 1.6781 -2.3363  0.224
H: 0.4270 -4.0854 4.0339  0.201
H: -3.9457 1.3881 5.0160  0.209
H: -1.7531 4.8501 6.2025  0.204
H: 3.3855 0.5236 -0.9929  0.223

Atoms 1-6, force components in eV/Å:
Rh 0.38 -1.47 0.27
Cl 0.17 0.13 -0.06
Cl 0.14 -0.20 0.04
Cl -0.13 -0.17 0.10
Cl -0.17 0.10 0.08
Cl -0.48 0.10 -0.18

Properties
Total charge   -1
E   -3995.75644 Eh
Frontier orbital gap (alpha / beta)   4.09 / 5.58 eV
Spin multiplicity   5
LUMO level (alpha / beta)   2.09 / 0.73 eV
Highest occupied orbital energy (alpha / beta)   -1.99 / -4.85 eV
Energy relative to the best compared isomer or geometry (same formula, charge and spin)   0.0 kJ/mol

2.
The following is a quantum chemistry calculation of a molecular structure, C5H8O2, from the Open Molecules 2025 dataset.

Last column: natural (NBO) charge in e.
Geometry (Å):
O: -2.4257 0.0911 0.3394  -0.695
O: 0.7653 1.4771 -0.0430  -0.376
C: -0.7672 -0.5975 -1.2967  -0.514
C: 0.4131 0.8497 1.0648  0.110
C: 1.4932 0.4007 -0.5264  -0.020
C: 1.3898 -0.2366 0.8587  -0.552
C: -1.4023 -0.7009 -0.1188  0.089
H: 1.1316 -1.2814 1.0325  0.239
H: -2.6219 0.7518 -0.3370  0.472
H: -0.3490 1.2195 1.7337  0.212
H: -0.1177 -1.3804 -1.6610  0.225
H: -0.9500 0.2369 -1.9713  0.202
H: 2.3197 0.0266 1.3796  0.260
H: 2.4117 0.6670 -1.0473  0.171
H: -1.2466 -1.5443 0.5480  0.178

Atoms 1-6, force components in eV/Å:
O -0.03 0.24 -0.20
O -0.11 0.30 -0.21
C -0.24 -0.08 0.13
C -0.06 -0.05 0.36
C 0.42 0.06 0.04
C 0.06 -0.18 0.08

Properties
E   -345.59540 Eh
Frontier orbital gap (alpha / beta)   8.26 / 8.03 eV
LUMO level (alpha / beta)   1.00 / 0.90 eV
Highest occupied orbital energy (alpha / beta)   -7.26 / -7.13 eV
Energy relative to the best compared isomer or geometry (same formula, charge and spin)   550.2 kJ/mol

3.
The following is a quantum chemistry calculation of a molecular structure, C21H42BaN6O4PS at a distorted geometry, from the Open Molecules 2025 dataset.

Last column: Löwdin charge in e.
Geometry (Å):
Ba: 0.3905 0.0706 0.1420  1.792
S: 0.2284 0.1378 -2.9230  0.539
P: -2.1078 1.7207 -0.0147  0.681
O: -2.3154 1.5817 1.5853  -0.399
O: 2.2984 0.4557 -0.7284  -0.519
O: -3.6455 1.4624 -0.4494  -0.332
O: -2.0412 3.3299 -0.2226  -0.333
N: 1.9766 0.3108 -4.8994  -0.130
N: 2.9788 -0.0022 -2.8972  0.102
N: 1.1970 2.1947 1.6724  -0.095
N: 0.3747 -0.5032 2.7881  -0.286
N: -1.5666 -1.4861 0.7224  -0.170
N: 1.7608 -2.1700 0.7510  -0.097
C: 5.4990 -0.7569 -1.9772  -0.017
C: 6.2563 0.0776 0.5640  -0.073
C: -0.9616 -1.0560 3.0628  -0.201
C: -1.4089 -2.0999 2.0495  -0.239
C: 7.1734 -0.5546 -0.2628  -0.075
C: -0.9550 3.9579 -0.9119  -0.108
C: 4.5687 -0.1294 -1.1511  -0.140
C: 6.7924 -0.9718 -1.5315  -0.066
C: 1.4325 -1.4811 3.1043  -0.175
C: 1.8197 0.1530 -3.5740  -0.717
C: -3.3317 2.3244 2.2937  -0.075
C: 3.1647 0.1246 -1.6038  -0.450
C: -4.1372 1.8293 -1.7448  -0.086
C: 3.8179 -0.9862 -5.9313  -0.069
C: 0.5540 0.7484 3.5390  -0.196
C: 3.3084 0.3866 -5.5046  -0.205
C: 0.4274 1.8808 -6.0193  -0.076
C: 1.6419 1.6471 2.9637  -0.232
C: 2.4336 -1.7084 1.9744  -0.246
C: 0.8586 0.4298 -5.8262  -0.256
C: 4.9602 0.2847 0.1204  -0.043
H: 1.9576 2.7016 1.2303  0.088
H: 0.0273 -0.1576 -5.4472  0.070
H: 4.2366 0.7987 0.7412  0.094
H: -2.8523 2.8782 3.0987  0.090
H: 1.8599 2.4296 3.6967  0.123
H: -1.6803 -0.2377 3.0257  0.103
H: 7.5089 -1.4599 -2.1790  0.108
H: 1.9885 -1.1646 3.9930  0.131
H: 0.9731 -2.4419 3.3500  0.123
H: -1.8864 -2.1897 0.0619  0.098
H: 0.0836 2.2930 -5.0710  0.053
H: 2.4519 -2.2310 0.0062  0.083
H: 3.2381 1.0448 -6.3718  0.118
H: -0.3853 1.3047 3.4992  0.112
H: -3.8477 3.0165 1.6343  0.084
H: -0.4382 4.6270 -0.2240  0.086
H: 4.8106 -0.8914 -6.3723  0.078
H: 1.4329 -3.1215 0.8872  0.089
H: 3.1571 -1.4402 -6.6709  0.072
H: -4.0486 1.6210 2.7126  0.094
H: 0.7734 0.5429 4.5955  0.133
H: -0.3856 1.9343 -6.7437  0.078
H: -2.3190 -0.8019 0.7775  0.038
H: 1.1787 0.0057 -6.7794  0.118
H: -0.6754 -2.9038 1.9742  0.100
H: 3.9922 0.8274 -4.7875  0.108
H: 1.2562 2.4874 -6.3873  0.072
H: 2.9508 -0.7800 1.7272  0.075
H: -2.3386 -2.5461 2.4161  0.125
H: -3.7348 2.7927 -2.0572  0.081
H: 8.1876 -0.7164 0.0787  0.107
H: 3.1840 -2.4198 2.3333  0.127
H: 6.5522 0.4138 1.5495  0.105
H: -5.2175 1.9059 -1.6606  0.093
H: -1.3586 4.5436 -1.7357  0.092
H: 0.4620 2.8764 1.8422  0.077
H: -1.0135 -1.4931 4.0700  0.138
H: 3.8765 -1.6468 -5.0660  0.065
H: -0.2508 3.2228 -1.3125  0.065
H: -3.8765 1.0702 -2.4829  0.090
H: 5.1880 -1.0684 -2.9643  0.101
H: 2.5597 1.0784 2.8049  0.105

Atoms 1-6, force components in eV/Å:
Ba -1.96 0.14 0.25
S -0.10 -0.07 -0.23
P -1.41 1.28 -0.33
O 0.12 0.01 -0.13
O 4.07 0.72 -1.66
O 0.03 -0.07 0.17

Properties
Total charge   +1
E   -2219.86645 Eh
Frontier orbital gap   8.20 eV
LUMO level   -2.03 eV
Highest occupied orbital energy   -10.23 eV
Energy relative to the best compared isomer or geometry (same formula, charge and spin)   151.9 kJ/mol

Please write out number 2 again, unchanged.
The following is a quantum chemistry calculation of a molecular structure, C5H8O2, from the Open Molecules 2025 dataset.

Last column: natural (NBO) charge in e.
Geometry (Å):
O: -2.4257 0.0911 0.3394  -0.695
O: 0.7653 1.4771 -0.0430  -0.376
C: -0.7672 -0.5975 -1.2967  -0.514
C: 0.4131 0.8497 1.0648  0.110
C: 1.4932 0.4007 -0.5264  -0.020
C: 1.3898 -0.2366 0.8587  -0.552
C: -1.4023 -0.7009 -0.1188  0.089
H: 1.1316 -1.2814 1.0325  0.239
H: -2.6219 0.7518 -0.3370  0.472
H: -0.3490 1.2195 1.7337  0.212
H: -0.1177 -1.3804 -1.6610  0.225
H: -0.9500 0.2369 -1.9713  0.202
H: 2.3197 0.0266 1.3796  0.260
H: 2.4117 0.6670 -1.0473  0.171
H: -1.2466 -1.5443 0.5480  0.178

Atoms 1-6, force components in eV/Å:
O -0.03 0.24 -0.20
O -0.11 0.30 -0.21
C -0.24 -0.08 0.13
C -0.06 -0.05 0.36
C 0.42 0.06 0.04
C 0.06 -0.18 0.08

Properties
E   -345.59540 Eh
Frontier orbital gap (alpha / beta)   8.26 / 8.03 eV
LUMO level (alpha / beta)   1.00 / 0.90 eV
Highest occupied orbital energy (alpha / beta)   -7.26 / -7.13 eV
Energy relative to the best compared isomer or geometry (same formula, charge and spin)   550.2 kJ/mol